C30H27ClGdO3PS as an isolated structure, computed with ωB97M-V/def2-TZVPD.

Last column: Mulliken spin population.
CARTESIAN COORDINATES (ANGSTROEM)
Gd1 0.166313 0.088404 0.800278  4.9554
Cl1 2.582999 0.816637 0.644739  0.0196
S1 -1.636864 1.797370 2.775028  0.0077
P1 0.169957 -0.092998 -2.146881  0.1048
O1 -0.356096 1.964273 1.955913  0.0156
O2 -2.343902 0.613210 2.235388  0.0035
O3 -2.350564 3.030632 2.967867  0.0000
C1 -0.680945 -0.103442 6.259988  -0.0001
C2 -3.190855 -2.250497 -3.122239  -0.1316
C3 0.560229 -2.539070 0.314707  0.0013
C4 -0.965159 -1.906504 1.929789  0.0035
C5 -1.905657 -1.895387 -2.713486  0.4621
C6 0.350135 -1.766533 2.492128  0.0088
C7 0.106093 0.843050 6.912286  0.0001
C8 1.114062 -1.933485 -4.106072  0.0470
C9 -2.359841 0.419952 -3.307153  -0.0417
C10 0.213954 2.713075 -2.004333  0.0047
C11 1.293665 -2.150202 1.483979  0.0104
C12 -1.476228 -0.553465 -2.801950  0.4148
C13 -0.066770 2.302291 5.000062  0.0004
C14 1.394699 -1.176891 -2.955791  0.0129
C15 -4.046201 -1.278910 -3.656771  0.5471
C16 0.512024 1.583038 -2.803774  0.0405
C17 1.249591 3.042982 -4.593287  0.0073
C18 0.586147 0.590178 8.306575  0.0000
C19 -3.632478 0.054154 -3.745578  0.3407
C20 3.700685 -1.956136 -3.010276  0.0030
C21 -0.835815 -2.393168 0.596536  0.0229
C22 2.695398 -1.212478 -2.404416  -0.0013
C23 2.127400 -2.679759 -4.714308  0.0093
C24 0.419785 3.996365 -2.510864  0.0042
C25 0.438678 2.028317 6.261532  0.0000
C26 3.419478 -2.682585 -4.174787  0.0024
C27 -0.970298 1.408083 4.410046  0.0001
C28 -1.215754 0.173473 5.007286  -0.0007
C29 1.057067 1.757153 -4.084228  -0.0067
C30 0.926267 4.157542 -3.808602  -0.0020
H1 2.913120 -0.641778 -1.497832  -0.0003
H2 -2.041126 1.461826 -3.372262  0.0317
H3 0.112191 -1.940343 -4.536919  0.0056
H4 0.990100 -2.967235 -0.593613  0.0021
H5 -1.792872 -0.584495 4.488023  0.0003
H6 1.323603 0.889124 -4.685208  -0.0069
H7 -1.651753 -2.686087 -0.068273  -0.0340
H8 0.180315 4.866645 -1.888840  0.0000
H9 1.206860 -0.311359 8.346898  0.0000
H10 1.655396 3.176604 -5.599052  0.0003
H11 -4.305969 0.815179 -4.144510  0.0172
H12 1.905536 -3.263087 -5.610718  0.0013
H13 -0.867949 -1.055823 6.754454  0.0000
H14 2.378078 -2.188573 1.598553  0.0009
H15 0.277951 3.190666 4.480356  -0.0001
H16 0.577132 -1.488756 3.532485  -0.0010
H17 -5.046574 -1.559371 -3.976322  0.0263
H18 1.106866 2.722793 6.767510  0.0000
H19 -1.909746 -1.698450 2.449441  0.0011
H20 4.701684 -1.970788 -2.568657  0.0001
H21 4.207426 -3.266621 -4.648604  -0.0001
H22 -1.228808 -2.663932 -2.329409  0.0903
H23 -3.521202 -3.286169 -3.012416  -0.0020
H24 1.159940 1.452063 8.662939  0.0000
H25 1.081123 5.162186 -4.203015  -0.0001
H26 -0.177539 2.591194 -0.987927  0.0015
H27 -0.284966 0.435941 8.953588  0.0000

Cartesian forces, eV/Å:
Gd -0.25 0.66 -0.06
Cl 0.09 0.03 -0.08
S 0.66 -0.12 0.64
P -0.96 0.02 -0.70
O -0.84 0.16 0.20
O 0.72 1.14 0.31
O 0.01 -0.51 -0.60
C 0.06 0.20 -0.01
C 1.57 -0.16 0.62
C 0.08 -0.01 0.90
C 0.14 -0.80 0.19
C -2.23 -4.10 0.01
C -0.22 -0.44 -0.26
C -0.06 -0.04 -0.08
C 0.15 0.12 0.13
C -2.45 0.63 -1.04
C 0.15 -0.46 -0.49
C -0.56 -0.64 -0.25
C 2.87 3.05 0.31
C -0.22 -0.01 -0.10
C 0.54 -0.32 -0.09
C -1.58 -3.20 0.08
C -0.01 0.42 0.16
C -0.07 0.11 0.32
C 0.00 -0.03 0.10
C 2.86 4.00 0.39
C -0.12 -0.11 -0.23
C 0.45 0.02 0.54
C -0.37 0.11 -0.05
C 0.22 0.04 0.22
C 0.01 -0.08 -0.14
C -0.14 -0.21 -0.06
C -0.23 0.05 0.13
C 0.47 -0.43 -0.45
C -0.05 0.08 -0.01
C -0.19 0.24 0.16
C -0.03 -0.20 0.14
H -0.08 -0.16 -0.26
H -0.14 -0.31 0.00
H 0.21 0.09 0.12
H -0.13 0.34 0.30
H -0.13 0.22 0.05
H -0.09 0.16 0.12
H 0.28 0.33 0.29
H 0.14 -0.37 -0.32
H -0.04 0.16 0.10
H -0.13 -0.04 0.36
H 0.29 -0.22 0.12
H 0.08 0.20 0.29
H -0.07 0.14 -0.18
H -0.46 0.13 -0.07
H -0.34 -0.03 -0.04
H -0.10 -0.03 -0.70
H 0.20 0.03 0.09
H -0.12 -0.03 -0.24
H 0.64 -0.12 -0.41
H -0.38 0.00 -0.22
H -0.20 0.13 0.07
H -0.27 0.26 -0.13
H 0.12 0.36 -0.13
H -0.08 -0.28 0.10
H -0.04 -0.27 0.09
H 0.11 0.08 -0.33
H 0.26 0.04 0.07

<S²>	16.1197
net charge	0
lowest unoccupied orbital energy (alpha / beta)	0.2 / -3.4	eV
orbital gap (alpha / beta)	5.612 / 5.310	eV
multiplicity	8
highest occupied orbital energy (alpha / beta)	-5.36 / -8.74	eV


A 2-piece molecular cluster, C7H15NOS overall, computed with ωB97M-V/def2-TZVPD.

Last column: natural (NBO) charge in e.
CARTESIAN COORDINATES (ANGSTROEM)
S1 -1.162045 2.116929 -0.310161  0.1737
O1 0.216938 -2.632603 -0.176529  -0.6206
N1 -1.834091 -2.324859 -1.089905  -0.8371
C1 -0.705245 1.531075 1.342900  -0.5364
C2 1.768632 1.989126 1.027597  -0.4007
C3 1.593398 2.477154 -0.411771  -0.4125
C4 -0.971246 -4.587356 -0.940866  -0.7229
C5 0.428093 1.788811 -1.115328  -0.5364
C6 0.530991 2.235548 1.892582  -0.4125
C7 -0.785964 -3.106534 -0.692000  0.6708
H1 1.981227 0.902844 1.011720  0.2026
H2 2.640983 2.496190 1.482949  0.2107
H3 0.328107 3.322190 1.951588  0.2031
H4 0.591480 0.694614 -1.153814  0.2147
H5 -1.104310 -4.792131 -2.016493  0.2281
H6 0.721642 1.872443 2.920822  0.2105
H7 -1.764898 -1.314326 -0.946514  0.4134
H8 1.419601 3.570412 -0.415881  0.2031
H9 -0.541168 0.437035 1.302921  0.2146
H10 -0.077354 -5.128474 -0.587673  0.2438
H11 -2.671606 -2.724192 -1.520766  0.3954
H12 -1.590260 1.715556 1.981779  0.2280
H13 2.521380 2.281732 -0.982837  0.2105
H14 -1.851749 -4.970577 -0.398227  0.2281
H15 0.317466 2.149393 -2.156091  0.2280

Cartesian forces, eV/Å:
S 0.08 -0.12 0.02
O -0.54 -0.23 -0.28
N -0.31 0.21 -0.12
C -0.33 -0.29 0.30
C 0.27 -0.06 0.12
C 0.18 0.23 -0.15
C 0.23 -0.53 0.05
C 0.03 -0.20 -0.49
C -0.01 0.19 0.27
C 0.18 0.34 0.12
H 0.00 0.38 0.04
H -0.35 -0.29 -0.19
H 0.08 -0.42 0.02
H -0.05 0.42 0.02
H -0.01 0.11 0.40
H -0.08 0.17 -0.39
H -0.13 -0.66 -0.13
H 0.10 -0.41 -0.02
H -0.05 0.42 0.02
H -0.44 0.32 -0.17
H 0.73 0.40 0.38
H 0.44 -0.10 -0.29
H -0.36 0.11 0.22
H 0.28 0.18 -0.24
H 0.07 -0.18 0.50

net charge	0
energy relative to the best compared isomer or geometry (same formula, charge and spin)	0.1855	eV
lowest unoccupied orbital energy	0.8	eV
orbital gap	9.196	eV
structure (SMILES)	C1CCSCC1.CC(N)=O
highest occupied orbital energy	-8.44	eV


C16H22N2OS2 as an isolated structure, computed with ωB97M-V/def2-TZVPD.

Last column: natural (NBO) charge in e.
CARTESIAN COORDINATES (ANGSTROEM)
S1 4.582249 -1.946910 0.156474  0.5588
S2 1.590179 -1.756305 1.146343  0.3892
O1 -2.185949 1.324598 1.666315  -0.6749
N1 3.378899 0.155587 0.531065  -0.4874
N2 -2.749976 0.413317 -0.429589  -0.6550
C1 0.218263 0.448947 -0.341725  -0.3798
C2 4.828157 0.562307 0.080662  0.1242
C3 6.578101 1.788211 -0.476237  -0.1697
C4 5.475571 -0.645588 0.240211  -0.3359
C5 -2.000553 1.137690 0.427136  0.6862
C6 7.300477 0.746819 -0.304018  -0.2706
C7 -5.040123 0.856443 0.387814  -0.5745
C8 -3.642886 -2.177486 -1.502869  -0.5874
C9 3.228260 -1.203781 0.663152  -0.2169
C10 -0.690816 1.743630 -0.099399  -0.4195
C11 6.879251 -0.489402 -0.178801  -0.1428
C12 5.251369 1.755651 0.031584  -0.2259
C13 -4.110626 -0.326769 0.205478  0.1642
C14 -4.475332 -0.996450 -1.219990  -0.4120
C15 0.678694 -0.389427 1.020599  -0.6958
C16 -3.867651 -1.080161 1.262948  -0.6809
H1 -4.611073 1.533614 1.470416  0.2334
H2 -3.621659 -2.974170 -0.847044  0.2135
H3 -3.501630 -0.610636 2.277935  0.2721
H4 -0.221663 -0.412692 1.711089  0.2730
H5 7.106883 2.921579 -0.597224  0.2200
H6 -4.893728 -1.523177 1.543025  0.2271
H7 -0.214057 2.283269 0.390249  0.1865
H8 -5.922635 0.707927 0.720910  0.1834
H9 4.576697 2.548947 0.087290  0.2391
H10 -0.119899 -0.322065 -0.899739  0.1840
H11 7.580244 -1.467776 -0.300518  0.2210
H12 1.280776 0.634329 -0.653392  0.2346
H13 -2.483343 -1.829689 -1.725536  0.1797
H14 8.478332 0.561669 -0.697342  0.2163
H15 1.212847 0.493036 1.597175  0.2568
H16 -5.526606 -1.468360 -1.144424  0.1984
H17 -4.144247 -2.617195 -2.507038  0.2136
H18 -5.133608 1.580071 -0.646381  0.2147
H19 -4.628556 -0.353484 -1.983269  0.2151
H20 -3.199093 -1.777003 1.307094  0.2307
H21 -2.453834 0.159459 -1.285576  0.3877
H22 -0.785722 2.011426 -1.084849  0.2059

Cartesian forces, eV/Å:
S 0.06 -7.18 0.08
S 2.50 -3.54 -0.57
O -0.56 -0.85 -2.59
N 0.91 -0.88 -0.20
N -2.68 0.59 6.42
C 3.89 0.22 3.63
C -8.43 -8.37 4.87
C -2.00 9.89 1.73
C 7.19 4.01 -3.79
C 1.54 1.67 2.46
C 9.40 -3.67 -3.30
C 6.64 5.41 -0.72
C 2.41 0.96 -5.60
C -2.48 7.09 -0.37
C -6.47 -12.98 -7.49
C -2.59 -7.11 2.37
C 3.60 4.31 -2.85
C 0.65 6.81 -10.50
C -2.83 -3.49 5.49
C -2.97 7.76 1.75
C -3.50 -0.92 9.29
H -0.86 -1.65 -3.74
H -0.11 -1.28 1.78
H -1.18 0.33 -2.09
H 0.80 -0.84 -0.79
H -1.51 -3.38 0.03
H 1.38 0.17 -0.19
H 6.86 9.12 8.42
H -6.34 -1.91 1.81
H -0.67 1.39 0.07
H -1.81 -1.85 -2.50
H -1.70 2.65 0.46
H -1.20 0.67 -0.46
H -2.77 -1.27 0.33
H -2.92 1.84 1.14
H -0.56 -1.75 -0.90
H 1.05 0.84 0.38
H 1.73 0.71 1.94
H 0.51 -2.02 3.19
H 0.34 2.50 -2.25
H 3.82 -4.71 -1.14
H 1.29 -0.78 -3.25
H -0.48 1.51 -2.34

net charge	0
energy relative to the best compared isomer or geometry (same formula, charge and spin)	13.1378	eV
lowest unoccupied orbital energy	0.5	eV
orbital gap	8.808	eV
highest occupied orbital energy	-8.36	eV